No. 1
{
  "formula": "C2H3Cl5O",
  "method": "ωB97M-V/def2-TZVPD",
  "elements": ["Cl", "C", "Cl", "C", "Cl", "Cl", "Cl", "H", "O", "H", "H"],
  "coordinates": [[0.1293, 1.0509, -0.9912], [-1.0960, 0.8802, 0.2926], [-2.3229, -0.3285, 0.0477], [-0.3513, 0.6441, 1.6441], [-1.6276, 0.6692, 2.9759], [0.3490, -0.9604, 1.6509], [0.8371, 2.0079, 1.8771], [-1.4866, 1.9158, 0.3622], [2.0089, -1.9414, -2.2492], [2.4567, -2.2483, -3.0699], [1.1033, -1.6895, -2.5401]],
  "atomic_forces_ev_per_a": [[-0.361, -0.612, -0.288], [0.816, 1.652, 0.760], [-0.026, 0.122, -0.491], [-0.744, 0.197, 0.387], [0.966, 0.395, -0.713], [0.559, 0.289, 0.121], [-0.815, -1.151, 0.201], [-0.386, -0.909, -0.002], [-0.448, -0.060, -1.150], [-0.517, 0.331, 0.866], [0.957, -0.254, 0.309]],
  "nbo_charge": [0.008, -0.319, 0.056, -0.101, 0.001, 0.070, 0.033, 0.252, -0.941, 0.469, 0.472],
  "smiles": "ClC(Cl)C(Cl)(Cl)Cl.O",
  "e_above_lowest_kj_mol": 0.0,
  "e_homo_ev": -11.05,
  "max_force_ev_per_a": 1.99,
  "mol_weight_g_mol": 220.310
}

=====

No. 2
{
  "formula": "C21H25FeN3O5S2Si",
  "method": "ωB97M-V/def2-TZVPD",
  "elements": ["Fe", "C", "Si", "C", "C", "C", "C", "C", "C", "N", "C", "S", "H", "H", "H", "H", "H", "H", "H", "H", "H", "H", "H", "H", "O", "C", "O", "C", "C", "N", "N", "C", "C", "O", "O", "H", "H", "H", "C", "C", "C", "C", "C", "C", "C", "S", "C", "O", "H", "H", "H", "H", "H", "H", "H", "H", "H", "H"],
  "coordinates": [[-0.1129, 0.0805, -0.2743], [-3.9897, -2.8723, -5.2470], [-2.2098, -2.7641, -4.6412], [-1.3267, -1.4674, -5.6604], [-1.3786, -4.4359, -4.8592], [-2.3112, -2.4038, -2.7807], [-3.2375, -3.1394, -2.0523], [-3.4381, -2.9373, -0.6891], [-2.6947, -1.9517, -0.0777], [-1.7899, -1.2346, -0.7357], [-1.5573, -1.4646, -2.0479], [-0.2143, -0.5257, -2.6511], [-4.0129, -3.0799, -6.3174], [-4.5130, -1.9302, -5.0785], [-4.5554, -3.6604, -4.7496], [-1.5187, -1.6702, -6.7168], [-0.2523, -1.4778, -5.4938], [-1.6825, -0.4637, -5.4338], [-1.3552, -4.7153, -5.9139], [-1.9090, -5.2209, -4.3186], [-0.3513, -4.4149, -4.4946], [-3.8312, -3.8949, -2.5546], [-4.1607, -3.5126, -0.1292], [-2.8334, -1.7020, 0.9687], [2.0656, 5.2773, 1.3113], [2.5855, 4.9816, 0.1302], [3.3380, 5.7214, -0.4516], [2.2336, 3.6521, -0.4386], [2.8178, 3.1171, -1.5721], [2.2669, 1.9090, -1.7686], [1.3531, 1.6258, -0.8398], [1.3096, 2.6724, -0.0275], [0.2930, 2.6158, 1.0893], [0.3413, 3.4665, 1.9815], [-0.5429, 1.6659, 0.9824], [1.4079, 4.5883, 1.6129], [3.5682, 3.5286, -2.2233], [2.4433, 1.2441, -2.5034], [3.2341, 3.2239, 5.6093], [2.3716, 2.1925, 4.9445], [2.9367, 1.2439, 4.0920], [2.1480, 0.3248, 3.4268], [0.7730, 0.3626, 3.6147], [0.1848, 1.3030, 4.4420], [0.9937, 2.2016, 5.1184], [-0.2830, -0.7459, 2.7247], [0.0510, -2.2627, 3.6265], [0.4061, -1.0287, 1.3931], [4.2080, 2.8147, 5.8781], [2.7618, 3.6139, 6.5095], [3.4024, 4.0631, 4.9309], [4.0092, 1.2365, 3.9415], [2.5841, -0.3905, 2.7400], [-0.8918, 1.3553, 4.5309], [0.5415, 2.9483, 5.7579], [1.1218, -2.4518, 3.6226], [-0.4811, -3.0632, 3.1178], [-0.3166, -2.1483, 4.6451]],
  "atomic_forces_ev_per_a": [[-0.058, 0.086, -0.453], [0.131, -0.004, 0.075], [0.046, -0.032, -0.030], [-0.078, -0.106, 0.058], [-0.059, 0.137, -0.007], [-0.003, 0.091, -0.059], [-0.070, 0.016, 0.105], [0.023, 0.006, -0.049], [-0.183, 0.028, 0.029], [0.147, -0.088, -0.038], [0.086, -0.038, 0.030], [-0.061, -0.059, 0.041], [0.019, -0.011, -0.057], [-0.012, 0.043, 0.007], [-0.020, -0.035, 0.019], [-0.010, -0.011, -0.031], [0.050, -0.016, 0.019], [-0.036, 0.053, 0.013], [0.005, -0.013, -0.043], [-0.035, -0.019, 0.035], [0.043, 0.025, 0.023], [-0.024, -0.017, -0.014], [-0.014, -0.006, 0.005], [0.027, -0.030, 0.014], [0.113, 0.170, -0.198], [0.042, 0.013, 0.198], [0.081, 0.022, -0.081], [0.011, -0.050, -0.153], [-0.062, 0.052, 0.102], [0.010, 0.032, 0.114], [-0.077, 0.089, 0.321], [-0.003, -0.129, -0.009], [0.062, -0.050, -0.207], [-0.090, -0.048, 0.002], [-0.006, -0.068, 0.234], [-0.094, -0.096, 0.135], [0.027, 0.021, -0.014], [-0.002, -0.015, -0.023], [0.048, 0.044, 0.028], [-0.004, 0.004, -0.007], [0.007, -0.021, -0.013], [-0.021, 0.002, -0.064], [-0.008, 0.014, -0.027], [0.023, -0.026, -0.020], [-0.023, 0.012, -0.010], [0.040, -0.170, 0.076], [-0.031, 0.127, 0.003], [0.086, 0.018, -0.053], [-0.007, 0.003, -0.005], [0.001, 0.008, 0.005], [0.001, 0.003, 0.006], [0.014, 0.000, -0.002], [-0.008, -0.012, 0.005], [-0.039, 0.005, 0.002], [-0.008, 0.015, 0.009], [0.035, 0.022, -0.029], [-0.027, -0.008, -0.023], [-0.004, 0.016, 0.006]],
  "lowdin_spin": [3.706, 0.000, 0.001, 0.003, 0.000, 0.002, 0.001, 0.002, 0.006, 0.036, 0.013, 0.067, 0.000, 0.000, 0.000, 0.000, 0.001, 0.001, 0.000, 0.000, 0.000, 0.000, 0.000, 0.000, 0.000, 0.000, 0.000, 0.001, 0.004, 0.003, 0.032, 0.004, 0.006, 0.008, 0.041, 0.000, 0.001, 0.000, 0.000, 0.000, 0.000, 0.000, 0.001, 0.000, 0.000, 0.005, 0.003, 0.050, 0.000, 0.000, 0.000, 0.000, 0.000, 0.000, 0.000, 0.000, 0.000, 0.000],
  "s_squared": 6.010,
  "e_above_lowest_kj_mol": 5.6,
  "multiplicity": 5,
  "e_homo_ev": [-7.82, -7.83],
  "max_force_ev_per_a": 0.46,
  "mol_weight_g_mol": 547.512
}